# 1
Below is one molecule with the formula C17H11FN6O, with properties calculated with ωB97M-V/def2-TZVPD.

Lowest unoccupied orbital energy (eV): -0.373
HOMO energy (eV): -8.5
SMILES: NC(=O)c1cnc2ccc(-c3cccnc3-c3cc(F)ccn3)nn12
Total energy (a.u.): -1158.01340
Orbital gap (eV): 8.2
Relative energy (zero: lowest compared OMol25 entry of this formula, charge and spin) (eV): 0.000

ORCA input file:
```
! RIJCOSX wB97M-V def2-TZVPD def2/J DEFGRID3
* xyz 0 1
N 1.0966 -4.0040 -0.3649
C 2.2063 -3.7857 0.4085
O 2.8295 -4.7550 0.5784
C 2.5885 -2.4655 0.8829
C 3.9082 -1.9584 0.9977
N 3.8074 -0.6272 1.3798
C 2.5381 -0.3203 1.3109
C 1.9523 0.8521 1.7166
C 0.5668 0.8364 1.7876
C -0.2331 -0.2920 1.1752
C -1.6319 -0.0535 0.7266
C -2.7269 -0.8606 1.2460
C -3.9935 -0.7657 0.7871
C -4.2682 0.3055 -0.0434
N -3.3130 1.0288 -0.6568
C -2.0041 0.9285 -0.2836
C -1.0627 1.8735 -0.9285
C -1.5080 2.9002 -1.6765
C -0.6505 3.6245 -2.5425
F -1.1159 4.6051 -3.3385
C 0.6397 3.2615 -2.5221
C 1.1015 2.3119 -1.6324
N 0.2808 1.6453 -0.9056
N 0.3499 -1.3856 0.8440
N 1.7187 -1.4130 1.0546
H 0.2591 -3.3882 -0.2176
H 0.8574 -4.9327 -0.6986
H 4.7976 -2.6099 0.7732
H 2.5674 1.7080 2.0638
H 0.0391 1.6887 2.1702
H -2.4242 -1.6325 1.9546
H -4.7616 -1.4901 1.1171
H -5.2671 0.4554 -0.4677
H -2.5993 3.1355 -1.8253
H 1.3391 3.6557 -3.2081
H 2.1160 1.9232 -1.6631
*
```

# 2
Below is C17H11N3O5PbS as an isolated structure, with properties calculated with ωB97M-V/def2-TZVPD.

Lowest unoccupied orbital energy (alpha / beta) (eV): -10.329 / -9.188
HOMO energy (alpha / beta) (eV): -15.5 / -15.5
Total energy (a.u.): -1785.31814
Orbital gap (alpha / beta) (eV): 5.2 / 6.3
Relative energy (zero: lowest compared OMol25 entry of this formula, charge and spin) (eV): 0.000

ORCA input file:
```
! RIJCOSX wB97M-V def2-TZVPD def2/J DEFGRID3
* xyz 2 1
Pb 3.1986 1.2862 -2.0143
O 3.9354 -0.3983 4.1725
C 3.7767 -0.1897 2.8739
C 4.3484 -1.0050 1.8797
C 4.1095 -0.6670 0.5707
N 3.3928 0.3925 0.2030
C 2.8192 1.1455 1.1450
C 2.9721 0.8848 2.4875
C 1.9198 2.2638 0.6276
O 1.0866 2.7330 1.3594
O 2.1521 2.6036 -0.6110
C 4.5665 -1.4707 -0.6209
O 5.3781 -2.4480 -0.3790
O 4.1853 -1.2234 -1.7541
H 4.5248 -1.1387 4.3685
H 4.9415 -1.8750 2.1322
H 2.4783 1.5065 3.2215
S -3.4437 -1.1414 -2.0646
C -1.7882 -0.5417 -1.9655
C -0.7732 -1.4566 -2.2239
C 0.5282 -0.9835 -2.2533
N 0.8307 0.3008 -2.0440
C -0.1550 1.1759 -1.8114
C -1.4875 0.8011 -1.7757
C -4.3131 -0.4793 -0.7627
C -3.7794 0.1659 0.3711
C -4.6709 0.6091 1.3193
N -6.0025 0.4508 1.2196
C -6.5073 -0.1677 0.1573
C -5.7146 -0.6667 -0.8635
H -0.9729 -2.5056 -2.3963
H 1.3536 -1.6551 -2.4571
H 0.1329 2.2035 -1.6277
H -2.2511 1.5514 -1.6260
H -2.7165 0.2828 0.5216
H -4.3182 1.1055 2.2146
H -7.5839 -0.2766 0.1204
H -6.1534 -1.1722 -1.7147
*
```

# 3
Below is C17H12BrClF3N2O7RuSe as an isolated structure, with properties calculated with ωB97M-V/def2-TZVPD.

Lowest unoccupied orbital energy (alpha / beta) (eV): 4.264 / 4.264
HOMO energy (alpha / beta) (eV): -0.6 / -0.3
Total energy (a.u.): -7121.52895
Orbital gap (alpha / beta) (eV): 4.9 / 4.6

ORCA input file:
```
! RIJCOSX wB97M-V def2-TZVPD def2/J DEFGRID3
* xyz -2 2
Ru -0.6305 1.1722 0.1630
Cl 0.2550 0.4851 5.8414
C -0.7799 0.1554 4.4178
C -0.4172 0.9554 3.1509
O -1.0114 0.4249 2.1436
O 0.2882 1.9480 3.1817
H -1.7955 0.4061 4.7165
H -0.7116 -0.9098 4.2194
F 0.3705 -0.0528 -5.0646
C 0.3894 0.9773 -4.1829
F 1.4800 1.7240 -4.4982
F -0.6825 1.7310 -4.4525
C 0.4926 0.4610 -2.6917
O 1.3287 -0.4070 -2.5039
O -0.3243 1.0440 -1.9410
N -5.6943 -3.6750 0.5331
C -4.4847 -3.7592 -0.1307
O -4.1444 -4.8066 -0.6561
C -3.6793 -2.5249 -0.1592
C -4.1809 -1.2664 0.1855
C -3.3473 -0.1709 0.2006
N -2.0475 -0.2509 -0.1169
C -1.5589 -1.4565 -0.4616
C -2.3280 -2.5962 -0.5107
H -6.1402 -4.5570 0.7185
H -5.8029 -2.9591 1.2300
H -5.2227 -1.1126 0.4373
H -3.6797 0.8269 0.4625
H -0.4998 -1.4746 -0.6952
H -1.8868 -3.5435 -0.7829
Br 3.8699 0.1624 2.5152
C 4.3397 0.9238 0.8429
C 5.6896 1.0128 0.5278
C 6.0768 1.5876 -0.6700
C 5.1180 2.0859 -1.5421
C 3.7785 2.0079 -1.2101
C 3.3655 1.4159 -0.0173
C 1.8845 1.3211 0.2350
O 1.3870 0.2213 0.5668
O 1.1953 2.3457 0.0257
H 6.4233 0.6319 1.2254
H 7.1298 1.6475 -0.9183
H 5.4142 2.5341 -2.4822
H 3.0129 2.3957 -1.8693
Se -2.2392 2.9181 0.0166
*
```

# 4
Below is C17H12ClF6N4O5ReS2Se2 as an isolated structure, with properties calculated with ωB97M-V/def2-TZVPD.

Lowest unoccupied orbital energy (alpha / beta) (eV): -4.120 / -4.407
HOMO energy (alpha / beta) (eV): -11.5 / -11.7
Total energy (a.u.): -7986.63230
Orbital gap (alpha / beta) (eV): 7.4 / 7.3
Relative energy (zero: lowest compared OMol25 entry of this formula, charge and spin) (eV): 6.813

ORCA input file:
```
! RIJCOSX wB97M-V def2-TZVPD def2/J DEFGRID3
* xyz 1 4
Re -0.4561 -0.3590 -0.5897
F -0.4499 2.0822 -3.3214
C -0.0636 3.2461 -2.8281
F 1.1762 3.5045 -3.1878
F -0.8689 4.2094 -3.2150
S -0.1287 3.1766 -0.9498
O 0.1976 1.6114 -0.7351
O 0.8334 4.0997 -0.4788
N -1.5752 3.4922 -0.5597
S -2.7514 2.4310 -0.3543
O -3.5098 2.7231 0.8068
O -2.3341 1.0546 -0.5390
C -3.8529 2.7840 -1.8006
F -4.1933 4.0557 -1.7677
F -4.9140 2.0125 -1.6948
F -3.2043 2.5169 -2.9270
Se 2.4366 -3.1979 0.3572
Se 3.1643 -2.1478 -1.5623
C 3.1786 -0.3707 -0.8451
C 4.4157 0.2471 -0.7317
C 4.4747 1.5302 -0.2453
C 3.2988 2.1546 0.1433
C 2.1049 1.4756 0.0317
N 2.0283 0.2155 -0.5097
C 0.7412 -3.7669 -0.3229
C 0.5368 -5.1332 -0.4338
C -0.6737 -5.5864 -0.9221
C -1.6235 -4.6560 -1.2986
C -1.3587 -3.3017 -1.1604
N -0.1888 -2.8653 -0.6447
H 5.3091 -0.2810 -1.0305
H 5.4299 2.0308 -0.1476
H 3.3031 3.1579 0.5443
H 0.8536 2.0270 0.4539
H 1.3189 -5.8185 -0.1421
H -0.8600 -6.6472 -1.0284
H -2.5706 -4.9693 -1.7135
H -2.1898 -2.5052 -1.5434
O -1.8971 -1.3632 -0.5138
Cl -0.8144 2.3846 4.6171
C -0.6112 0.8678 3.8381
C -0.4559 -0.3037 4.5615
C -0.3051 -1.4869 3.8586
C -0.3102 -1.4611 2.4777
N -0.4527 -0.3286 1.7844
C -0.6046 0.8129 2.4573
H -0.4587 -0.2852 5.6424
H -0.1865 -2.4278 4.3757
H -0.2029 -2.3684 1.9011
H -0.7349 1.7272 1.8936
*
```

# 5
Below is C17H12I2N3ORhS2 as an isolated structure, with properties calculated with ωB97M-V/def2-TZVPD.

Lowest unoccupied orbital energy (alpha / beta) (eV): -9.056 / -9.034
HOMO energy (alpha / beta) (eV): -14.2 / -14.2
Total energy (a.u.): -2396.30387
Orbital gap (alpha / beta) (eV): 5.1 / 5.2
Relative energy (zero: lowest compared OMol25 entry of this formula, charge and spin) (eV): 0.000

ORCA input file:
```
! RIJCOSX wB97M-V def2-TZVPD def2/J DEFGRID3
* xyz 2 1
Rh 0.0501 0.4793 0.2533
I 0.2255 -1.2394 5.0351
C 1.7330 -0.8741 3.6958
C 3.0788 -1.0491 4.0639
C 4.1130 -0.8408 3.1764
I 6.0456 -1.1531 3.8220
C 3.8438 -0.4079 1.8335
C 4.7870 -0.1822 0.8227
C 4.3628 0.2087 -0.4326
C 3.0099 0.4226 -0.6680
N 2.0912 0.2538 0.2831
C 2.5000 -0.2056 1.4948
C 1.4478 -0.4895 2.3874
O 0.2343 -0.4271 1.8755
H 3.3026 -1.3689 5.0722
H 5.8407 -0.3297 1.0215
H 5.0704 0.3603 -1.2347
H 2.6518 0.7443 -1.6373
C -2.5418 -1.8770 1.0183
C -2.8674 -0.5292 0.4737
N -1.9989 0.4203 0.2068
C -2.5952 1.5648 -0.2969
C -3.9385 1.4820 -0.4041
S -4.4662 -0.0622 0.1086
C -1.6755 2.6556 -0.5863
C -1.9162 3.9244 -0.9757
S -0.4509 4.8038 -1.0365
C 0.4386 3.4468 -0.5503
N -0.3244 2.3786 -0.3718
C 1.9115 3.5158 -0.3486
H -1.4673 -2.0059 1.1032
H -2.9393 -2.6562 0.3685
H -2.9873 -2.0031 2.0054
H -4.6281 2.2280 -0.7639
H -2.8623 4.3883 -1.2017
H 2.2148 4.5373 -0.1276
H 2.4369 3.2050 -1.2522
H 2.2109 2.8815 0.4829
*
```

# 6
Below is C17H12KN2O5 as an isolated structure, with properties calculated with ωB97M-V/def2-TZVPD.

Lowest unoccupied orbital energy (eV): 2.583
HOMO energy (eV): -4.0
Total energy (a.u.): -1740.77799
Orbital gap (eV): 6.6

ORCA input file:
```
! RIJCOSX wB97M-V def2-TZVPD def2/J DEFGRID3
* xyz -1 1
K 0.0692 -0.7726 0.0153
O -0.2200 -3.0959 -0.4744
C 0.2663 -4.2293 -0.1507
C -0.5219 -5.4289 -0.1705
C 0.0825 -6.6856 -0.1781
C 1.4450 -6.8074 0.1341
C 2.2673 -5.6175 0.3395
C 1.7092 -4.3833 0.1386
C 2.6899 -3.2851 0.0804
N 2.4758 -2.0197 0.2883
C 3.7733 -1.4621 0.3289
C 4.7098 -2.3764 -0.0352
N 4.0323 -3.5577 -0.2236
H -1.6517 -5.2497 -0.2592
H -0.5838 -7.5015 -0.4220
H 1.8846 -7.8421 0.1671
H 3.3123 -5.7047 0.6423
H 3.9299 -0.4081 0.5473
H 5.7685 -2.1939 -0.2284
H 4.4498 -4.3820 -0.5396
O 0.0082 1.8816 -0.1629
C -1.2362 2.0704 0.0795
O -2.1424 1.2096 0.1158
C -1.6106 3.4558 0.0658
C -0.6591 4.4111 0.2463
C -0.9915 5.7584 0.2345
C -2.2887 6.1456 -0.0060
O -2.8916 7.3542 0.1020
C -4.2313 7.1407 -0.2991
O -4.5700 5.7532 -0.0466
C -3.2708 5.1615 -0.0546
C -3.0155 3.8239 -0.0028
H 0.3536 4.0847 0.3863
H -0.2645 6.5701 0.4159
H -4.4136 7.3749 -1.3326
H -4.9290 7.7447 0.3523
H -3.7354 3.0631 -0.0939
*
```

Number 1: maximum force 0.119 hartree/bohr. Number 2: maximum force 0.007 hartree/bohr. Number 3: maximum force 0.024 hartree/bohr. Number 4: maximum force 0.142 hartree/bohr. Number 5: maximum force 0.005 hartree/bohr. Number 6: maximum force 0.073 hartree/bohr.